1.
# C36H75F9O18

A cluster of 9 separate species, C36H75F9O18 in total (ωB97M-V with the def2-TZVPD basis set, the OMol25 dataset).

Orbital gap (spin up / spin down), eV: 1.8 / 7.7
Total charge: -1
Spin multiplicity: 2
Total energy, hartree: -3669.38267

Atoms and positions in Å:
C 0.81939 4.37290 1.38921
O 1.07941 5.49739 2.30174
C -0.04643 5.69311 3.23438
C 0.62930 6.12760 4.53788
O 1.11181 5.02028 5.34179
C 2.24967 4.31006 4.86290
H 1.41889 4.21994 0.49182
H -0.20209 4.29171 1.01760
H 0.77190 3.43452 1.94173
H -0.55407 4.77385 3.52654
H -0.80790 6.39013 2.88449
H -0.10090 6.56145 5.22101
H 1.48921 6.75751 4.31013
H 1.87958 3.71850 4.02553
H 2.80359 3.76390 5.62644
H 3.02433 5.00063 4.52956
C 2.28612 -2.87573 -2.02341
O 1.64331 -2.34057 -3.18066
C 2.40119 -2.27934 -4.37732
C 3.21156 -0.99921 -4.48348
O 4.04795 -0.85786 -3.38206
C 4.91720 0.22412 -3.36990
H 1.59418 -3.19293 -1.24322
H 3.01365 -2.19382 -1.58317
H 2.99159 -3.69082 -2.18480
H 1.75323 -2.48769 -5.22870
H 3.17764 -3.04326 -4.41772
H 2.46953 -0.20110 -4.50605
H 3.74119 -0.83273 -5.42151
H 4.44672 1.18921 -3.55790
H 5.63349 0.00831 -4.16266
H 5.48353 0.40532 -2.45637
C -1.74020 -3.23141 2.10687
O -3.02465 -2.73518 2.34456
C -3.55935 -1.94751 1.22954
C -5.08228 -1.91692 1.57900
O -5.84692 -1.56809 0.46270
C -7.21334 -1.62269 0.73604
H -1.34503 -3.86860 2.89803
H -1.01834 -2.41580 2.06449
H -1.83601 -3.82952 1.20068
H -3.24924 -2.29255 0.24320
H -3.08648 -0.96636 1.27229
H -5.29806 -1.13835 2.31070
H -5.46449 -2.89373 1.87539
H -7.58401 -0.78266 1.32345
H -7.66926 -2.52320 1.14753
H -7.72038 -1.53535 -0.22489
C -2.69476 2.27192 1.00092
O -3.71830 2.84949 0.25840
C -4.44347 1.89595 -0.54263
C -3.57911 1.03282 -1.52169
O -3.10602 1.85770 -2.58427
C -3.91171 1.80033 -3.71024
H -2.36946 2.95002 1.78987
H -1.74265 2.07896 0.50660
H -2.98668 1.41884 1.61341
H -5.21472 2.37553 -1.14535
H -4.96861 1.13223 0.03100
H -4.07087 0.10271 -1.80659
H -2.68213 0.62440 -1.05616
H -4.97386 1.68241 -3.49571
H -3.53005 0.89575 -4.18372
H -3.70305 2.64520 -4.36656
C 1.03458 -0.71038 8.97567
O 1.59373 -1.79130 8.20733
C 1.66093 -1.53054 6.81064
C 2.66671 -2.49563 6.11896
O 2.31344 -3.86423 6.39030
C 3.34150 -4.80289 6.03682
H 1.23321 -0.87912 10.03405
H -0.04228 -0.72307 8.80737
H 1.52513 0.23904 8.76107
H 1.87872 -0.46888 6.69427
H 0.72163 -1.86066 6.36697
H 3.67631 -2.36811 6.50953
H 2.61458 -2.31171 5.04585
H 2.70313 -5.63626 5.74343
H 3.85334 -5.10468 6.95063
H 4.00430 -4.59635 5.19651
C -6.68787 -1.72273 -4.47122
O -5.26197 -1.63873 -4.79025
C -4.63495 -2.57996 -3.89557
C -3.12535 -2.49249 -4.03993
O -2.57196 -3.47882 -3.10646
C -1.30145 -3.26953 -2.70776
H -7.14338 -1.04463 -5.19287
H -6.72688 -1.32572 -3.45685
H -7.14701 -2.71127 -4.46242
H -4.86447 -3.62479 -4.10472
H -4.93138 -2.35069 -2.87201
H -2.92720 -1.46807 -3.72465
H -2.74004 -2.75919 -5.02405
H -1.08104 -2.20563 -2.62034
H -0.73426 -3.90656 -3.38642
H -1.11983 -3.77895 -1.76140
C 7.12411 -3.29368 -2.33142
C 5.70062 -3.67792 -1.86375
O 5.30150 -2.81568 -0.75226
C 5.74534 -3.01445 0.49505
O 6.55775 -3.85089 0.91328
C 5.17821 -1.84889 1.46734
F 4.30588 -1.00917 0.80726
F 4.55173 -2.41738 2.52257
F 6.25664 -1.16422 1.99633
H 7.42872 -3.98135 -3.12037
H 7.85974 -3.35048 -1.52910
H 7.04111 -2.32137 -2.81703
H 5.46095 -4.71330 -1.62158
H 5.01144 -3.41142 -2.66507
C 2.21297 1.11042 -1.48461
C 0.84384 0.50586 -1.00617
O 0.64583 0.62997 0.40744
C 0.79795 -0.40588 1.23254
O 1.30926 -1.45833 0.88473
C 0.53199 -0.03818 2.67897
F 1.19216 0.97976 3.00559
F -0.77091 0.11893 2.82241
F 0.96136 -0.99347 3.40953
H 2.08442 2.18955 -1.56859
H 2.45387 0.59764 -2.41580
H 2.97853 0.91553 -0.73358
H 0.65223 -0.48327 -1.42210
H 0.03694 1.10524 -1.42778
C -2.74029 5.34696 -3.34034
C -1.45780 6.10355 -3.72896
O -0.43844 5.18059 -4.13913
C 0.28463 4.35696 -3.38233
O 0.30418 4.25643 -2.18300
C 1.06780 3.31877 -4.24508
F 2.34815 3.07729 -3.90521
F 0.53363 2.14180 -4.00776
F 1.04156 3.53074 -5.54341
H -3.16671 4.69446 -4.10225
H -3.56808 6.03222 -3.15789
H -2.52277 4.71057 -2.48255
H -1.09112 6.89368 -3.07373
H -1.77374 6.60265 -4.64503

=====

2.
# C36H76BN3OS

A cluster of 6 separate species, C36H76BN3OS in total (ωB97M-V with the def2-TZVPD basis set, the OMol25 dataset).

Orbital gap, eV: 7.4
SMILES: NB(O)c1cccc2nsnc12.CCCCCC.CCCCCC.CCCCCC.CCCCCC.CCCCCC
Total energy, hartree: -2079.74787

Atoms and positions in Å:
N -0.76273 2.13578 0.37384
B 0.25323 1.08696 0.66693
O 0.76394 0.31427 -0.47436
C 0.85382 0.70467 2.12724
C 2.33570 1.06156 2.50972
C 2.87320 0.65778 3.96609
C 1.96463 -0.10872 4.96463
C 0.50898 -0.47492 4.51804
N -0.54675 -1.19858 5.19100
S -1.94951 -1.27102 4.23717
N -1.47346 -0.41854 2.81274
C -0.10758 -0.07189 3.11535
H -1.69977 1.90124 0.74284
H -0.89294 2.11747 -0.66198
H 0.73333 -0.62877 -0.16756
H 3.05309 1.59400 1.80365
H 3.94119 0.93927 4.27369
H 2.31773 -0.41589 6.02020
C 3.21552 3.87721 6.16119
C 4.65676 3.39866 6.06128
C 5.59099 4.07398 7.07047
C 5.73578 5.59062 6.91763
C 6.22770 6.06183 5.54994
C 7.62521 5.56191 5.21032
H 3.12740 4.94412 5.94243
H 2.58915 3.33985 5.44368
H 2.81464 3.69536 7.16229
H 5.02343 3.54748 5.03998
H 4.67705 2.31782 6.23979
H 6.57864 3.60490 7.00357
H 5.22791 3.86339 8.08392
H 6.42888 5.95197 7.68643
H 4.77577 6.07149 7.13062
H 6.23940 7.15710 5.54362
H 5.52602 5.75898 4.76593
H 8.35015 5.89354 5.95875
H 7.93804 5.95531 4.23886
H 7.66171 4.47120 5.15284
C -2.28974 -3.24242 -3.52346
C -3.43503 -2.36772 -3.03272
C -2.97303 -1.20171 -2.15771
C -2.27646 -1.59783 -0.85293
C -3.09606 -2.49101 0.08059
C -4.37283 -1.82842 0.57795
H -1.75910 -3.71681 -2.69415
H -2.67317 -4.03766 -4.16880
H -1.57169 -2.65437 -4.10195
H -4.16409 -2.98378 -2.49648
H -3.95972 -1.96088 -3.90372
H -3.83806 -0.56834 -1.93202
H -2.28567 -0.57352 -2.73776
H -2.00260 -0.68174 -0.31590
H -1.33286 -2.10396 -1.08236
H -2.47612 -2.74690 0.94679
H -3.34013 -3.43807 -0.41145
H -4.14743 -0.90156 1.11321
H -4.89980 -2.49633 1.26551
H -5.05443 -1.59596 -0.24415
C 10.22342 3.97815 -0.38953
C 8.83987 4.02937 -1.02284
C 7.89959 5.02468 -0.34153
C 7.58105 4.72546 1.12610
C 6.96321 3.35205 1.39609
C 5.61304 3.15792 0.72593
H 10.18023 3.64510 0.65031
H 10.86185 3.27751 -0.93455
H 10.70059 4.96174 -0.41756
H 8.39983 3.02694 -1.02568
H 8.94884 4.31884 -2.07338
H 6.96736 5.07505 -0.91447
H 8.34116 6.02709 -0.40037
H 6.89762 5.49902 1.49624
H 8.49331 4.82045 1.72375
H 6.83299 3.23736 2.47802
H 7.64804 2.55704 1.08421
H 4.90037 3.91698 1.06081
H 5.20490 2.17515 0.98002
H 5.68952 3.21224 -0.36252
C -7.02417 1.94166 -0.37470
C -7.91111 0.82927 0.16730
C -8.33951 -0.17696 -0.90184
C -9.18767 0.39679 -2.04047
C -10.48292 1.08651 -1.60662
C -11.45907 0.14882 -0.91017
H -7.54322 2.54396 -1.12424
H -6.72159 2.61108 0.43524
H -6.11822 1.53022 -0.82906
H -8.78790 1.26447 0.65748
H -7.35907 0.29326 0.94680
H -8.88508 -0.99325 -0.41617
H -7.44258 -0.63441 -1.33783
H -9.43470 -0.41798 -2.73129
H -8.58906 1.10811 -2.61847
H -10.97057 1.49822 -2.49688
H -10.26344 1.93916 -0.95610
H -11.72717 -0.68781 -1.56118
H -12.37737 0.68428 -0.65306
H -11.04165 -0.25402 0.01575
C -0.98002 -8.81426 -8.30022
C -2.12583 -7.94015 -7.80935
C -1.66436 -6.77279 -6.93570
C -0.96640 -7.16703 -5.63093
C -1.78499 -8.06031 -4.69622
C -3.06214 -7.39834 -4.19885
H -0.44825 -9.28729 -7.47110
H -1.36254 -9.61056 -8.94456
H -0.26290 -8.22615 -8.87972
H -2.85381 -8.55638 -7.27200
H -2.65156 -7.53463 -8.68031
H -2.52972 -6.14016 -6.71003
H -0.97815 -6.14450 -7.51685
H -0.69307 -6.25028 -5.09501
H -0.02276 -7.67230 -5.86030
H -1.16466 -8.31514 -3.83010
H -2.02837 -9.00781 -5.18754
H -2.83708 -6.47124 -3.66451
H -3.58854 -8.06576 -3.51065
H -3.74383 -7.16686 -5.02088

=====

Question: Look up the total energy of the second one.
Answer: -2079.74787 hartree

=====

Question: Which formula does entry 2 have?
Answer: C36H76BN3OS

=====

Question: Among the records above, which one has the lowest total energy?
Answer: C36H75F9O18